{
  "formula": "C7H12N3",
  "method": "ωB97M-V/def2-TZVPD",
  "species": ["N", "N", "N", "C", "C", "C", "C", "C", "C", "C", "H", "H", "H", "H", "H", "H", "H", "H", "H", "H", "H", "H"],
  "xyz": [[-0.632, 0.755, -0.443], [-3.478, -0.416, 0.983], [0.716, -0.993, -0.053], [-1.576, -0.290, -0.774], [1.539, 1.180, 0.701], [-0.364, -1.754, -0.457], [-1.139, 2.101, -0.519], [1.907, -1.634, 0.375], [-2.650, -0.409, 0.242], [0.501, 0.344, 0.088], [2.479, 1.076, 0.169], [2.673, -1.132, -0.096], [1.026, 2.181, 0.729], [-1.548, 2.419, 0.479], [2.060, -1.636, 1.544], [1.672, 0.736, 1.777], [-0.379, 2.809, -0.610], [-0.218, -2.246, -1.413], [-1.911, -0.152, -1.780], [-0.810, -2.503, 0.268], [-1.795, 2.208, -1.343], [1.924, -2.641, 0.134]],
  "total_energy_ev": -11915.19225,
  "fmax_ha_per_bohr": 0.1185,
  "homo_lumo_gap_ha": 0.3857,
  "homo_energy_ev": -14.06,
  "lumo_energy_ev": -3.5647,
  "e_above_lowest_kj_mol": 323.1,
  "multiplicity": 1,
  "total_charge": 1
}